2 unconnected molecules or ions with the total composition C15H21NO12S in a non-equilibrium geometry, computed with ωB97M-V/def2-TZVPD.

ORCA input file:
```
! wB97M-V def2-TZVPD RIJCOSX def2/J DEFGRID3
* xyz -2 1
C -1.70300 1.77496 -4.34692
C -1.84556 2.27933 -3.23714
C -1.78628 2.64664 -1.69681
C -2.74101 1.68957 -0.83870
C -1.98090 1.02524 0.42056
C -1.05149 -0.20483 0.03278
O -1.42356 -1.28672 0.93292
N -2.69124 -1.80696 0.57210
O -3.35792 -1.80962 1.53579
O -1.42726 -0.76986 -1.25996
C -0.40872 -0.49719 -2.18489
O -0.36267 -0.91248 -3.31596
O 0.55521 0.30458 -1.51157
C 0.53341 0.02314 -0.06321
C 1.16843 1.25902 0.69035
C 1.15626 1.16709 2.28225
O 0.27534 0.17459 2.82620
C 0.96948 -0.87104 3.47210
O 0.40670 -1.75518 4.05604
C 1.47521 -1.25534 0.04829
C 2.56569 -1.36722 -1.11625
O 3.47007 -0.24695 -1.18280
C 3.51543 0.35266 -2.48744
C 3.55247 1.95089 -2.27824
H -1.40676 1.17590 -5.25063
H -0.69831 2.57515 -1.36116
H -2.09143 3.73967 -1.61153
H -3.53357 2.37685 -0.38344
H -3.30621 0.93314 -1.45421
H -2.81838 0.72033 1.13187
H -1.44558 1.88200 0.92993
H 2.26217 1.32335 0.37922
H 0.69984 2.23432 0.33906
H 2.23034 1.08542 2.65565
H 0.79253 2.18206 2.66412
H 2.10103 -0.87799 3.38647
H 0.81014 -2.17997 -0.04255
H 2.06770 -1.30173 1.02237
H 3.20366 -2.27733 -0.83826
H 2.07588 -1.63532 -2.10191
H 4.44995 0.09679 -3.08128
H 2.59015 0.16255 -3.11705
H 2.88388 2.29049 -1.43280
H 3.15008 2.46395 -3.21746
H 4.59093 2.34020 -2.06084
O -3.99413 -4.99381 5.52409
S -3.51500 -4.22654 4.34330
O -2.23573 -4.81016 3.85671
O -3.29777 -2.80645 4.72886
O -4.53396 -4.29462 3.25934
*
```

Computed properties:
**Total energy**: -1939.6945 hartree
**Gap between HOMO and LUMO**: 2.571 eV
**E_HOMO**: 1.0 eV
**E_LUMO**: 3.524 eV



C15H21NO3 in the gas phase, computed with ωB97M-V/def2-TZVPD.

ORCA input file:
```
! wB97M-V def2-TZVPD RIJCOSX def2/J DEFGRID3
* xyz 0 1
C 0.99945 3.22418 -6.09968
C 0.66877 2.31368 -4.95543
C 1.68216 1.65357 -4.26561
C 1.39439 0.81160 -3.21455
C 0.07275 0.60070 -2.81733
O -0.10236 -0.24784 -1.76535
C -1.41510 -0.52051 -1.31961
C -1.32582 -1.51327 -0.16677
C -0.55288 -0.92968 1.01346
C -0.48735 -1.92871 2.15680
O -1.07681 -2.99177 2.12579
N 0.28483 -1.58297 3.21777
C 0.93320 -0.31542 3.46273
C 0.29904 0.33726 4.70066
O 0.38510 -0.50669 5.82279
C -0.25822 -1.74087 5.58343
C 0.35059 -2.45609 4.37498
C -0.94544 1.25440 -3.49860
C -0.63906 2.09882 -4.55451
H 1.48278 2.66612 -6.90108
H 0.10202 3.69164 -6.49673
H 1.68650 4.00609 -5.77849
H 2.71073 1.80444 -4.56053
H 2.17845 0.29798 -2.68030
H -2.01097 -0.95139 -2.13572
H -1.89948 0.40843 -0.98386
H -0.82153 -2.41691 -0.50916
H -2.33138 -1.78974 0.15050
H 0.45573 -0.67656 0.68316
H -1.04633 -0.01788 1.36100
H 0.84801 0.34914 2.60686
H 1.99502 -0.50132 3.66661
H 0.82676 1.25471 4.96636
H -0.75589 0.57174 4.48624
H -0.12882 -2.33210 6.49067
H -1.33159 -1.57484 5.40557
H -0.20181 -3.36710 4.14357
H 1.39940 -2.69740 4.57932
H -1.97913 1.11687 -3.22207
H -1.44576 2.59770 -5.07288
*
```

Computed properties:
**Total energy**: -864.6523 hartree
**Gap between HOMO and LUMO**: 9.064 eV
**Relative energy (zero: lowest compared OMol25 entry of this formula, charge and spin)**: 164.2 kJ/mol
**E_HOMO**: -8.3 eV
**E_LUMO**: 0.751 eV



C15H21NO5 in the gas phase, computed with ωB97M-V/def2-TZVPD.

ORCA input file:
```
! wB97M-V def2-TZVPD RIJCOSX def2/J DEFGRID3
* xyz 0 1
C 1.30651 -3.41774 -4.97947
C -0.04462 -2.71869 -4.97367
O -0.09197 -1.68744 -3.98222
C -0.38002 -2.05494 -2.73497
O -0.63107 -3.18194 -2.39596
C -0.40236 -0.85265 -1.82194
C -0.36212 -1.20714 -0.33785
C 0.69147 -0.53571 0.53073
O 1.87983 -0.47170 0.31710
N 0.06215 -0.05013 1.62696
C 0.76108 0.63654 2.68328
C 0.57955 2.15422 2.61686
C 1.44448 2.86052 3.65386
O 1.16573 4.24025 3.60527
C 1.94325 4.99093 4.49959
C -1.38170 -0.18217 1.62293
C -1.67533 -0.54946 0.18556
C -2.80474 -1.41039 -0.32134
C -2.85952 -1.15279 -1.62270
C -1.79249 -0.10681 -1.87614
O -1.77022 0.59768 -0.65655
H 1.46678 -3.92188 -4.02977
H 1.33292 -4.15319 -5.77837
H 2.10314 -2.69427 -5.13356
H -0.23027 -2.20816 -5.92068
H -0.84418 -3.43895 -4.77206
H 0.38777 -0.15616 -2.10493
H -0.33185 -2.28913 -0.18997
H 0.41282 0.25345 3.64863
H 1.81926 0.38909 2.56189
H 0.85405 2.50896 1.62326
H -0.46118 2.42699 2.79582
H 2.51104 2.68068 3.44590
H 1.22726 2.46865 4.66207
H 3.01384 4.88654 4.28225
H 1.76592 4.68299 5.53831
H 1.64710 6.03014 4.37378
H -1.86119 0.76219 1.88778
H -1.70753 -0.96796 2.31521
H -3.34723 -2.12292 0.26602
H -3.47381 -1.59121 -2.38303
H -1.92255 0.55373 -2.72786
*
```

Computed properties:
**Total energy**: -1015.1166 hartree
**Gap between HOMO and LUMO**: 10.127 eV
**Relative energy (zero: lowest compared OMol25 entry of this formula, charge and spin)**: 122.4 kJ/mol
**E_HOMO**: -9.3 eV
**E_LUMO**: 0.823 eV



C15H21NO5 in the gas phase, computed with ωB97M-V/def2-TZVPD.

ORCA input file:
```
! wB97M-V def2-TZVPD RIJCOSX def2/J DEFGRID3
* xyz 0 1
C -4.19591 -2.32390 0.68093
O -2.90746 -2.00934 0.18830
C -2.77966 -0.70701 -0.27988
O -2.93441 0.17423 0.80841
C -2.80114 1.55458 0.49316
C -3.97423 2.08978 -0.33075
C -1.43418 1.86059 -0.16054
O -0.40770 1.84308 0.79685
C -1.15519 0.89655 -1.32247
C -1.38595 -0.56082 -0.90428
N -0.41026 -0.97273 0.08881
C 0.84636 -1.32413 -0.29527
O 1.31158 -1.13982 -1.38954
O 1.51195 -1.86920 0.74769
C 2.89679 -2.11112 0.51814
C 3.69366 -0.84008 0.36693
C 4.83107 -0.82239 -0.42867
C 5.56837 0.33973 -0.56609
C 5.16970 1.49727 0.08099
C 4.03423 1.48584 0.87194
C 3.30311 0.32075 1.01974
H -4.15006 -3.36408 0.99423
H -4.45549 -1.68748 1.52971
H -4.94910 -2.20524 -0.10602
H -3.55257 -0.49925 -1.04797
H -2.81524 2.03292 1.47950
H -4.91028 1.74923 0.10542
H -3.92622 1.75664 -1.36398
H -3.95682 3.17546 -0.31749
H -1.45463 2.88986 -0.53523
H -0.29332 0.92708 1.08643
H -0.11763 1.00688 -1.63981
H -1.80247 1.13397 -2.16695
H -1.31010 -1.21130 -1.78521
H -0.78608 -1.41150 0.91779
H 3.22654 -2.67427 1.39666
H 3.01440 -2.73144 -0.37737
H 5.13570 -1.72094 -0.94541
H 6.45158 0.34413 -1.18797
H 5.74090 2.40657 -0.03494
H 3.71206 2.38523 1.37511
H 2.41807 0.31565 1.63906
*
```

Computed properties:
**Total energy**: -1015.1570 hartree
**Gap between HOMO and LUMO**: 9.823 eV
**Relative energy (zero: lowest compared OMol25 entry of this formula, charge and spin)**: 16.4 kJ/mol
**E_HOMO**: -9.0 eV
**E_LUMO**: 0.791 eV



A gas-phase ion, C15H21O (charge +1) in a non-equilibrium geometry, computed with ωB97M-V/def2-TZVPD.

ORCA input file:
```
! wB97M-V def2-TZVPD RIJCOSX def2/J DEFGRID3
* xyz 1 1
C -1.94952 -3.54059 2.79232
O -1.39103 -2.97092 1.60140
C -0.17383 -2.30924 1.76933
C 0.44587 -2.42768 0.36834
C 1.83147 -2.39113 0.32638
C 2.53889 -2.35517 -0.84641
C 1.83288 -2.40215 -2.06602
C 2.54361 -2.19059 -3.41065
C 0.46592 -2.69656 -2.04848
C -0.23961 -2.72882 -0.83615
H -2.96567 -3.80944 2.45718
H -1.40565 -4.45248 3.13941
H -1.99169 -2.78592 3.61078
H 0.53493 -2.78270 2.49790
H 2.30873 -2.27758 1.29813
H 3.60679 -2.19741 -0.85963
H 1.83502 -2.31329 -4.25351
H 3.03142 -1.20440 -3.51599
H 3.33639 -2.94120 -3.55507
H -0.07151 -2.81017 -3.00768
H -1.30698 -2.87887 -0.85310
C -2.36619 0.32350 3.56698
C -1.00176 -0.26938 3.59040
C -0.47406 -0.78143 2.29951
C -0.26597 -0.11034 4.75749
C 1.07936 -0.30666 4.94270
C 1.75601 -0.31807 6.29225
H -2.75389 0.58232 4.56417
H -2.44915 1.25826 2.98694
H -3.07713 -0.37054 3.10160
H 0.57340 -0.52993 2.18840
H -1.08134 -0.30532 1.49273
H -0.78144 0.26873 5.63800
H 1.76793 -0.54095 4.12233
H 2.82132 -0.57859 6.13909
H 1.70126 0.66750 6.79657
H 1.32981 -1.05808 7.00495
*
```

Computed properties:
**Total energy**: -659.0616 hartree
**Gap between HOMO and LUMO**: 5.611 eV
**Relative energy (zero: lowest compared OMol25 entry of this formula, charge and spin)**: 53.5 kJ/mol
**E_HOMO**: -11.5 eV
**E_LUMO**: -5.929 eV



A molecular structure, C15H21O6Rh in a non-equilibrium geometry, computed with ωB97M-V/def2-TZVPD.

ORCA input file:
```
! wB97M-V def2-TZVPD RIJCOSX def2/J DEFGRID3
* xyz 2 5
Rh -0.47078 1.36151 1.41051
C -3.31174 1.68401 -0.15225
C -2.72286 0.48540 -0.88707
O -1.77434 -0.07225 0.01340
C -1.08165 -1.25110 -0.32766
C 1.34495 -0.33293 -0.42369
O 1.60723 0.83886 0.30950
C 2.23623 1.93234 -0.37883
C 1.19091 2.95053 -0.78824
O 0.41029 3.24960 0.37526
C -0.63443 4.21207 0.17868
C -1.84816 3.58207 -0.47000
O -2.28176 2.51823 0.38797
H -3.89939 1.33766 0.69612
H -3.95217 2.25626 -0.82396
H -2.24625 0.76768 -1.83168
H -3.52243 -0.22982 -1.09279
H -0.92693 -1.33643 -1.40702
H -1.64599 -2.11621 0.03122
H 0.88521 -0.09405 -1.38852
H 3.07511 -1.09735 0.06945
H 2.79833 1.58097 -1.24387
H 2.92318 2.37534 0.33985
H 0.55719 2.55605 -1.58948
H 1.67745 3.86208 -1.14068
H -0.27895 5.05530 -0.41566
H -0.89815 4.57172 1.17311
H -1.61916 3.19224 -1.46588
H -2.63989 4.32918 -0.55700
O 2.52341 -0.99665 -0.71812
C 0.28268 -1.17204 0.46420
O 0.05505 -0.55305 1.65860
C 0.76856 -2.59686 0.67184
C 0.72043 -3.13173 1.93743
C 1.20979 -4.42491 2.15449
C 1.70594 -5.22385 1.08435
C 1.72302 -4.70919 -0.18467
C 1.20831 -3.42344 -0.41102
H 0.34279 -2.52882 2.75062
H 1.24565 -4.80622 3.16837
H 2.06799 -6.22672 1.26762
H 2.09509 -5.29536 -1.01336
H 1.10021 -3.08012 -1.43114
*
```

Computed properties:
**Total energy**: -1145.4035 hartree
**Gap between HOMO and LUMO (spin up / spin down)**: 9.323 / 5.550 eV
**<S²>**: 6.02
**E_HOMO (spin up / spin down)**: -15.7 / -15.9 eV
**E_LUMO (spin up / spin down)**: -6.386 / -10.333 eV